(1)
Formula: C27H23N2O
Source: the OMol25 dataset
Level of theory: ωB97M-V/def2-TZVPD

Each line ends with the Mulliken charge.
Geometry (Å):
C: -0.1882 6.2542 1.7923  -1.4563
C: -0.1310 5.0187 0.9677  1.1052
C: 0.5478 5.0162 -0.2427  -0.7267
C: 0.6363 3.8784 -1.0027  -0.7699
C: 0.0627 2.6655 -0.5736  1.1211
C: 0.2081 1.5379 -1.4276  -0.3891
C: -0.2772 0.2189 -1.3576  1.2982
C: -1.1214 -0.3046 -0.3469  -0.5402
C: -1.4729 -1.6214 -0.3260  -0.4615
C: -1.0723 -2.4974 -1.3466  0.1465
O: -1.5681 -3.8193 -1.4192  -0.4265
C: -2.9504 -3.9682 -1.7285  0.1861
C: -3.3192 -4.4432 -2.9910  -0.1955
C: -4.6407 -4.4800 -3.3716  -0.5618
C: -5.6240 -4.0571 -2.4960  -0.3259
C: -5.2845 -3.6142 -1.2308  -0.7363
C: -3.9635 -3.5716 -0.8489  -0.1118
C: -0.2538 -1.9873 -2.3667  -0.5393
C: 0.1308 -0.6803 -2.3745  -0.9458
C: -0.5854 2.6767 0.6774  -0.2543
C: -0.6987 3.8305 1.4121  -1.1769
H: -0.7703 6.0990 2.7022  0.3738
H: 0.8169 6.5604 2.0842  0.3478
H: -0.6406 7.0752 1.2350  0.3674
H: 1.0143 5.9289 -0.5678  0.4579
H: 1.1567 3.9090 -1.9440  0.4158
H: 0.8255 1.7251 -2.2910  0.3439
H: -1.5590 0.3366 0.3884  0.3515
H: -2.0589 -2.0122 0.4863  0.6388
H: -2.5391 -4.7629 -3.6601  0.4307
H: -4.9099 -4.8571 -4.3465  0.3773
H: -6.6577 -4.0805 -2.7968  0.3995
H: -6.0566 -3.3277 -0.5328  0.3853
H: -3.6954 -3.2491 0.1405  0.3699
H: 0.0357 -2.6524 -3.1591  0.5017
H: 0.7472 -0.3124 -3.1768  0.4515
H: -0.9510 1.7698 1.1105  0.1829
H: -1.2292 3.8164 2.3499  0.3314
C: 2.1527 -0.9635 1.5865  -0.8060
C: 2.5714 -2.1489 1.0529  -0.6479
N: 3.9199 -2.2917 1.2641  0.0281
C: 4.3898 -1.1830 1.9435  -0.1264
C: 3.2864 -0.3331 2.1605  1.0167
C: 3.4811 0.8766 2.8407  -0.6802
C: 4.7560 1.1417 3.2414  -0.3999
C: 5.7829 0.2288 2.9668  -0.2901
N: 5.6482 -0.9131 2.3404  -0.6013
H: 1.1511 -0.5719 1.5631  0.5829
H: 1.9510 -2.8658 0.5410  0.5020
H: 4.5154 -3.0701 0.9800  0.2289
H: 2.6651 1.5528 3.0345  0.4748
H: 4.9807 2.0535 3.7714  0.3785
H: 6.7856 0.4692 3.2922  0.3738

Properties
Net charge: +1
F_max, eV/Å: 1.69
HOMO, eV: -10.48
Spin multiplicity: 1
Gap between HOMO and LUMO, eV: 4.808
Energy relative to the best compared isomer or geometry (same formula, charge and spin), eV: 0.0000



(2)
Formula: C53H53CuGe2N2O4S4
Source: the OMol25 dataset
Level of theory: ωB97M-V/def2-TZVPD

Each line ends with the Mulliken charge.
Geometry (Å):
Cu: -0.9328 -0.4377 0.2611  -1.1356
C: 0.8888 4.2966 -3.1918  -1.5829
C: -0.3784 4.3851 -2.3904  1.0450
C: -0.4003 4.9821 -1.1405  -1.3067
C: -1.5520 4.9999 -0.3732  1.5122
C: -1.5535 5.5928 1.0021  -1.7108
C: -2.7141 4.4082 -0.8685  0.0047
C: -2.7229 3.8473 -2.1422  1.4078
C: -3.9505 3.1897 -2.6986  -2.0924
C: -1.5526 3.8426 -2.8839  -0.7771
C: -3.9549 4.4779 -0.0610  -0.2485
C: -4.8165 5.5211 -0.3952  0.4320
C: -5.9916 5.7298 0.2997  -1.2333
C: -6.2836 4.8894 1.3519  0.2902
C: -5.4287 3.8428 1.7056  -1.6480
C: -4.2574 3.6073 0.9914  0.4725
Ge: -3.0159 2.0030 1.3845  -0.1578
S: -1.3385 1.7999 0.0419  0.3049
S: -2.4156 1.8909 3.6305  -0.2617
Ge: -2.4239 -0.3843 3.1315  0.9851
S: -0.4174 -0.9148 2.5674  -0.6938
S: -4.1102 -0.0066 1.5894  -0.2765
C: -2.8816 -1.8197 4.4942  0.4006
C: -2.6362 -1.6114 5.8454  -0.5234
C: -2.7189 -2.6643 6.7502  0.0392
C: -3.0306 -3.9378 6.3150  -1.2207
C: -3.2466 -4.1548 4.9671  0.0211
C: -3.1622 -3.1106 4.0503  -0.7713
C: -3.4137 -3.4136 2.6226  0.4688
C: -4.6672 -3.1655 2.0690  0.7792
C: -5.7867 -2.5837 2.8846  -1.3255
C: -4.8900 -3.4743 0.7335  -0.9611
C: -3.9051 -4.0418 -0.0547  0.7743
C: -4.1415 -4.3646 -1.4975  -1.5860
C: -2.6749 -4.3179 0.5269  -0.9499
C: -2.4133 -4.0175 1.8512  1.3406
C: -1.0689 -4.3177 2.4384  -1.7061
C: -2.3411 -0.2605 6.3628  0.0258
C: -3.3890 0.6382 6.5393  0.9355
C: -4.7787 0.2725 6.1170  -1.2462
C: -3.1181 1.8905 7.0689  -0.7498
C: -1.8320 2.2585 7.4205  0.8904
C: -1.5448 3.6215 7.9805  -1.7138
C: -0.8004 1.3503 7.2317  -1.2578
C: -1.0344 0.0944 6.7000  1.5507
C: 0.0910 -0.8590 6.4450  -1.5179
C: -5.9089 3.1191 2.9073  1.8011
C: -5.5767 3.6101 4.1695  0.5966
C: -4.4679 4.5989 4.3508  -1.7545
C: -6.2885 3.1619 5.2730  -0.5602
C: -7.3078 2.2342 5.1509  0.5320
C: -8.1298 1.8223 6.3396  -1.8607
C: -7.5778 1.7067 3.8961  -1.0771
C: -6.9045 2.1488 2.7694  0.7546
C: -7.2460 1.6160 1.4136  -1.7263
H: 1.7077 4.7945 -2.6762  0.3601
H: 0.7605 4.7499 -4.1767  0.3464
H: 1.1607 3.2510 -3.3347  0.3029
H: 0.5083 5.4103 -0.7398  0.2420
H: -0.6606 6.1902 1.1715  0.5037
H: -1.5799 4.7864 1.7368  0.2140
H: -2.4350 6.2151 1.1567  0.2988
H: -4.8005 3.3240 -2.0351  0.2722
H: -3.7702 2.1223 -2.8091  0.3378
H: -4.1980 3.5964 -3.6799  0.4624
H: -1.5507 3.3682 -3.8548  0.3649
H: -4.5487 6.1748 -1.2160  0.4445
H: -6.6629 6.5409 0.0378  0.3234
H: -7.1869 5.0361 1.9317  0.4822
H: -2.5450 -2.4702 7.8018  0.4693
H: -3.1050 -4.7567 7.0221  0.3674
H: -3.4899 -5.1473 4.6080  0.5101
H: -5.5099 -2.5028 3.9328  0.1999
H: -6.6786 -3.2055 2.8019  0.5526
H: -6.0278 -1.5884 2.5163  0.0345
H: -5.8565 -3.2494 0.3025  0.2674
H: -5.1340 -4.0453 -1.8093  0.3389
H: -4.0389 -5.4366 -1.6763  0.3443
H: -3.3953 -3.8559 -2.1065  0.2754
H: -1.8986 -4.7668 -0.0764  0.4824
H: -0.4421 -4.8304 1.7128  0.4560
H: -1.1522 -4.9329 3.3334  0.3324
H: -0.5818 -3.3835 2.7190  0.1341
H: -4.9555 -0.7972 6.2211  0.3833
H: -4.9138 0.5361 5.0664  -0.2597
H: -5.5179 0.8198 6.6957  0.6135
H: -3.9277 2.5956 7.1855  0.1854
H: -2.4534 4.2183 8.0178  0.3536
H: -0.8173 4.1364 7.3547  0.3517
H: -1.1320 3.5452 8.9880  0.3867
H: 0.2105 1.6369 7.4902  0.3202
H: 1.0352 -0.4440 6.7900  0.4360
H: 0.1636 -1.0520 5.3738  0.1654
H: -0.0802 -1.8123 6.9433  0.2975
H: -4.2889 5.1629 3.4387  0.2378
H: -3.5555 4.0497 4.5886  -0.0146
H: -4.6812 5.2882 5.1671  0.5841
H: -6.0505 3.5667 6.2476  0.1303
H: -7.7447 2.2757 7.2515  0.3446
H: -8.1253 0.7392 6.4564  0.3598
H: -9.1652 2.1420 6.2087  0.4790
H: -8.3534 0.9594 3.7962  0.3496
H: -8.0820 0.9227 1.4685  0.4509
H: -6.3843 1.0902 1.0026  0.1937
H: -7.4972 2.4250 0.7282  0.3599
O: 0.4473 -5.0187 -2.6273  -0.6008
C: 1.4141 -4.7670 -1.7770  0.5768
O: 2.3613 -5.5223 -1.6297  -0.7098
C: 1.3315 -3.4992 -1.0281  0.4501
C: 2.3247 -3.0057 -0.2039  -0.8801
N: 1.9339 -1.7859 0.2062  0.1054
N: 0.7373 -1.4640 -0.2814  -0.2435
C: 0.3310 -2.4882 -1.0225  0.4934
C: -1.0412 -2.4359 -1.5844  0.8399
O: -1.3247 -3.2355 -2.5227  -0.8995
O: -1.8300 -1.6151 -1.0745  -0.4272
H: -0.3167 -4.2701 -2.6285  0.4308
H: 3.2599 -3.4474 0.0743  0.5302
H: 2.3720 -1.1646 0.8658  0.1743

Properties
Net charge: -2
F_max, eV/Å: 1.64
HOMO, eV: -1.47
Spin multiplicity: 1
Gap between HOMO and LUMO, eV: 5.446